The following is a DFT calculation (the ωB97M-V functional and the def2-TZVPD basis) of a structure of composition C25H27N3P2Ru.

Geometry (Å):
Ru: -0.017 -0.653 -0.098
C: -1.935 -3.498 2.621
C: -0.884 -4.338 2.940
C: 0.343 -4.146 2.314
C: 0.494 -3.118 1.412
N: -0.535 -2.265 1.112
C: -1.722 -2.483 1.706
C: 1.743 -2.870 0.657
C: 2.935 -3.560 0.769
C: 3.993 -3.189 -0.055
C: 3.847 -2.153 -0.974
C: 2.631 -1.504 -1.035
N: 1.625 -1.867 -0.225
C: 2.273 -0.366 -1.916
C: 3.064 0.053 -2.964
C: 2.670 1.145 -3.726
C: 1.493 1.796 -3.401
C: 0.730 1.315 -2.355
N: 1.085 0.241 -1.623
H: -2.913 -3.624 3.064
H: -1.013 -5.140 3.655
H: 1.169 -4.810 2.528
H: -2.523 -1.826 1.425
H: 3.052 -4.370 1.475
H: 4.939 -3.711 0.021
H: 4.669 -1.870 -1.616
H: 3.981 -0.470 -3.196
H: 3.281 1.483 -4.554
H: 1.160 2.666 -3.951
H: -0.178 1.820 -2.068
C: 1.819 1.818 1.113
P: 0.129 1.204 1.219
C: -0.240 0.943 2.956
C: -0.961 2.484 0.571
C: -0.875 3.804 1.012
C: -1.698 4.770 0.450
C: -2.605 4.421 -0.547
C: -2.706 3.102 -0.971
C: -1.885 2.128 -0.409
P: -2.041 0.357 -0.755
C: -2.507 0.109 -2.477
C: -3.532 -0.073 0.182
H: 1.940 2.625 1.840
H: 2.008 2.202 0.113
H: 2.537 1.032 1.351
H: -0.180 1.918 3.446
H: 0.482 0.268 3.419
H: -1.246 0.546 3.083
H: -0.168 4.096 1.780
H: -1.632 5.795 0.788
H: -3.241 5.177 -0.988
H: -3.434 2.849 -1.732
H: -3.468 0.600 -2.642
H: -2.633 -0.956 -2.680
H: -1.766 0.511 -3.164
H: -4.315 0.635 -0.095
H: -3.359 0.028 1.252
H: -3.881 -1.080 -0.055

Atoms 1-2, force components in eV/Å:
0.566 -0.695 -1.356
-0.064 0.006 -0.066

Calculated values
Multiplicity   2
Gap between HOMO and LUMO (alpha / beta)   7.37 / 6.85 eV
Energy relative to the best compared isomer or geometry (same formula, charge and spin)   0.00 kcal/mol
HOMO (alpha / beta)   -0.663 / -0.663 Ha
Total charge   +3

***

The following is a DFT calculation (the ωB97M-V functional and the def2-TZVPD basis) of the molecule C25H27N5O2.

Geometry (Å):
C: 6.364 0.038 1.647
H: 5.830 0.310 2.553
C: 5.501 0.340 0.432
C: 5.122 1.813 0.339
H: 6.016 2.420 0.221
H: 4.599 2.114 1.243
H: 4.467 1.976 -0.514
H: 6.003 0.023 -0.491
O: 4.294 -0.434 0.568
C: 3.712 -0.875 -0.524
O: 4.129 -0.786 -1.647
C: 2.359 -1.534 -0.204
C: 2.327 -2.036 1.144
N: 2.270 -2.436 2.215
C: 1.310 -0.445 -0.389
N: 1.662 0.744 -0.002
C: 0.861 1.797 -0.280
C: 1.184 3.084 0.178
C: 0.400 4.145 -0.188
C: -0.715 3.958 -1.021
C: -1.053 2.714 -1.481
C: -0.279 1.601 -1.103
N: -0.649 0.362 -1.470
C: 0.062 -0.673 -1.066
N: -0.390 -1.918 -1.398
C: -0.353 -3.021 -0.451
H: 0.178 -2.722 0.452
C: -1.800 -3.439 -0.069
N: -2.728 -2.335 -0.077
C: -2.843 -1.765 -1.415
C: -1.565 -1.971 -2.248
H: -1.479 -1.193 -3.005
H: -1.564 -2.950 -2.733
H: -3.688 -2.244 -1.923
H: -3.053 -0.699 -1.327
C: -2.496 -1.372 0.992
C: -3.554 -0.304 1.002
C: -3.206 1.040 1.031
C: -4.185 2.019 1.029
C: -5.522 1.663 0.997
C: -5.876 0.323 0.970
C: -4.898 -0.654 0.973
H: -5.165 -1.699 0.943
H: -6.919 0.042 0.946
H: -6.286 2.426 0.993
H: -3.899 3.060 1.049
H: -2.164 1.326 1.052
H: -2.543 -1.933 1.933
H: -1.506 -0.892 0.944
H: -2.175 -4.183 -0.778
H: -1.789 -3.894 0.923
H: 0.167 -3.878 -0.898
H: -1.917 2.551 -2.106
H: -1.314 4.814 -1.296
H: 0.637 5.139 0.161
H: 2.047 3.204 0.815
H: 2.186 -2.342 -0.922
H: 6.600 -1.022 1.690
H: 7.289 0.605 1.592

Atoms 1-2, force components in eV/Å:
-0.340 -0.108 -0.300
-0.017 0.047 0.136

Calculated values
Gap between HOMO and LUMO   7.88 eV
Energy relative to the best compared isomer or geometry (same formula, charge and spin)   57.61 kcal/mol
HOMO   -0.300 Ha

***

The following is a DFT calculation (the ωB97M-V functional and the def2-TZVPD basis) of a structure of composition C25H27N5O2PbS2SeSi.

Geometry (Å):
Pb: 0.608 -0.420 -0.220
O: -0.574 3.959 3.246
C: -0.288 2.934 4.060
C: -0.523 3.128 5.425
C: -0.271 2.116 6.326
C: 0.218 0.879 5.897
C: 0.450 0.678 4.556
C: 0.202 1.689 3.613
C: 0.374 1.385 2.191
O: 0.694 0.151 1.876
N: 0.132 2.310 1.302
N: 0.210 1.876 -0.013
C: 0.085 2.809 -0.897
S: 0.020 2.403 -2.594
C: 0.426 4.084 -3.146
C: -0.290 5.038 -2.209
S: -0.007 4.488 -0.501
H: -0.374 3.694 2.324
H: -0.892 4.092 5.746
H: -0.450 2.290 7.379
H: 0.424 0.094 6.610
H: 0.829 -0.272 4.205
H: 0.070 4.186 -4.170
H: 1.506 4.218 -3.118
H: -1.361 5.063 -2.405
H: 0.110 6.048 -2.294
Se: 3.701 0.532 1.547
N: 2.920 0.295 -0.064
C: 3.788 0.653 -1.000
C: 3.567 0.610 -2.409
C: 4.571 1.006 -3.228
C: 5.837 1.467 -2.727
C: 6.089 1.521 -1.400
C: 5.061 1.107 -0.492
N: 5.193 1.107 0.819
H: 2.624 0.256 -2.808
H: 4.430 0.968 -4.300
H: 6.595 1.767 -3.437
H: 7.034 1.857 -0.997
C: -4.290 1.212 -1.981
Si: -3.514 -0.397 -1.455
C: -4.680 -1.816 -1.169
C: -2.154 -0.864 -2.628
N: -2.692 -0.151 0.180
C: -3.243 0.191 1.288
C: -2.415 0.193 2.492
C: -2.894 0.628 3.693
C: -4.228 1.047 3.753
C: -5.105 1.016 2.644
C: -4.642 0.595 1.441
H: -4.721 1.058 -2.975
H: -3.536 1.997 -2.078
H: -5.089 1.588 -1.344
H: -5.120 -2.098 -2.130
H: -5.504 -1.584 -0.494
H: -4.163 -2.696 -0.783
H: -2.582 -0.914 -3.633
H: -1.727 -1.844 -2.413
H: -1.354 -0.123 -2.672
H: -1.411 -0.198 2.393
H: -2.266 0.643 4.574
H: -4.620 1.402 4.700
H: -6.130 1.333 2.775
H: -5.286 0.570 0.574

Atoms 1-2, force components in eV/Å:
0.258 0.012 -0.238
-0.013 -0.017 -0.072

Calculated values
Gap between HOMO and LUMO   4.38 eV
Energy relative to the best compared isomer or geometry (same formula, charge and spin)   0.00 kcal/mol
HOMO   -0.485 Ha
Total charge   +2

***

The following is a DFT calculation (the ωB97M-V functional and the def2-TZVPD basis) of a structure of composition C25H27N5OPt.

Geometry (Å):
Pt: -0.089 0.017 -0.293
C: 2.789 0.495 0.308
C: 2.618 1.562 1.350
C: 1.378 2.389 1.207
C: 1.384 3.669 1.753
C: 0.262 4.468 1.690
C: -0.886 3.968 1.084
C: -0.849 2.701 0.565
N: 0.264 1.911 0.616
N: 1.861 -0.669 0.402
C: 2.284 -1.713 -0.559
C: 1.142 -2.602 -0.887
C: 1.266 -3.927 -1.248
C: 0.116 -4.647 -1.559
C: -1.124 -4.020 -1.511
C: -1.178 -2.682 -1.175
N: -0.060 -2.001 -0.862
C: 1.738 -1.239 1.786
C: 0.402 -1.063 2.388
C: 0.153 -1.294 3.727
C: -1.159 -1.259 4.180
C: -2.190 -1.012 3.275
C: -1.868 -0.774 1.959
N: -0.585 -0.789 1.532
H: 3.813 0.109 0.375
H: 2.674 0.927 -0.687
H: 3.487 2.216 1.260
H: 2.655 1.181 2.373
H: 2.293 4.022 2.223
H: 0.279 5.470 2.100
H: -1.796 4.550 1.025
H: -1.727 2.285 0.110
H: 3.128 -2.274 -0.150
H: 2.653 -1.229 -1.457
H: 2.245 -4.387 -1.300
H: 0.187 -5.692 -1.836
H: -2.039 -4.551 -1.736
H: -2.115 -2.143 -1.157
H: 2.506 -0.811 2.428
H: 1.943 -2.311 1.737
H: 0.971 -1.518 4.400
H: -1.381 -1.452 5.223
H: -3.227 -1.017 3.581
H: -2.638 -0.611 1.221
O: -2.162 0.434 -0.907
C: -2.311 1.102 -2.192
C: -1.149 0.744 -3.042
C: -1.201 0.898 -4.415
C: -0.111 0.525 -5.182
C: 1.016 0.009 -4.550
C: 1.008 -0.104 -3.181
N: -0.056 0.256 -2.429
H: -2.998 0.502 -0.420
H: -2.336 2.186 -2.045
H: -3.249 0.813 -2.664
H: -2.101 1.285 -4.878
H: -0.141 0.622 -6.260
H: 1.901 -0.271 -5.107
H: 1.877 -0.469 -2.673

Atoms 1-2, force components in eV/Å:
1.003 -3.344 1.147
0.690 0.130 -0.042

Calculated values
Gap between HOMO and LUMO   6.65 eV
Energy relative to the best compared isomer or geometry (same formula, charge and spin)   16.16 kcal/mol
HOMO   -0.793 Ha
Total charge   +4